ORCA calculation (ωB97M-V/def2-TZVPD) on C23H47FNO16S4V as an isolated structure at a distorted geometry.

* E: -4799.4058 a.u.
* expectation value of S²: 3.753
* Kohn-Sham gap (alpha / beta): 8.204 / 8.150 eV
* spin multiplicity: 4
* charge: +1
* E_LUMO (alpha / beta): -2.8 / -2.9 eV

Element x y z (Å)
V: -2.049 -24.450 -8.943
N: 0.678 -24.268 -7.126
O: 1.487 -23.365 -6.951
O: -0.539 -23.996 -7.397
O: 0.981 -25.460 -6.929
F: 4.486 -28.330 -6.189
C: 3.704 -28.712 -7.193
C: 3.027 -27.792 -7.961
C: 2.200 -28.217 -9.001
C: 2.168 -29.554 -9.353
C: 2.911 -30.465 -8.639
C: 3.607 -30.072 -7.505
H: 3.184 -26.722 -7.882
H: 1.485 -27.580 -9.506
H: 1.534 -29.856 -10.177
H: 2.893 -31.517 -8.895
H: 4.218 -30.748 -6.921
C: -2.391 -26.627 -5.232
S: -2.573 -27.277 -6.888
O: -2.513 -26.176 -7.934
C: -1.003 -28.168 -7.025
H: -3.150 -25.865 -5.052
H: -1.397 -26.273 -4.976
H: -2.677 -27.456 -4.582
H: -0.211 -27.430 -7.158
H: -1.138 -28.788 -7.908
H: -0.844 -28.724 -6.102
C: -1.307 -20.658 -7.188
S: -2.018 -20.976 -8.808
O: -2.375 -22.437 -8.894
C: -3.627 -20.228 -8.523
H: -1.092 -19.608 -6.986
H: -0.323 -21.135 -7.134
H: -1.887 -21.119 -6.388
H: -3.992 -20.624 -7.576
H: -4.234 -20.636 -9.331
H: -3.677 -19.143 -8.528
C: 1.373 -28.057 -1.888
S: 0.772 -28.991 -3.306
O: -0.643 -28.552 -3.563
C: 1.718 -28.075 -4.558
H: 0.899 -28.484 -1.006
H: 1.155 -26.995 -1.996
H: 2.451 -28.220 -1.845
H: 1.760 -28.700 -5.452
H: 2.762 -27.937 -4.270
H: 1.315 -27.109 -4.865
C: 1.713 -24.971 -10.651
S: 0.620 -23.662 -11.264
O: -0.619 -23.745 -10.405
C: 1.575 -22.313 -10.554
H: 1.463 -25.084 -9.586
H: 2.767 -24.698 -10.641
H: 1.580 -25.991 -11.007
H: 1.038 -21.376 -10.675
H: 2.495 -22.241 -11.141
H: 1.884 -22.517 -9.529
C: -1.664 -25.655 -1.180
O: -0.684 -24.848 -1.826
C: -1.098 -24.062 -2.805
O: -2.216 -24.057 -3.253
O: -0.081 -23.325 -3.175
C: -0.186 -22.503 -4.316
H: -2.487 -25.019 -0.844
H: -1.186 -26.084 -0.305
H: -2.088 -26.385 -1.869
H: -0.971 -21.769 -4.116
H: -0.517 -23.029 -5.211
H: 0.719 -21.959 -4.564
C: 5.064 -26.640 -0.979
O: 4.117 -25.681 -1.420
C: 3.951 -25.586 -2.744
O: 4.472 -26.292 -3.549
O: 3.128 -24.584 -2.949
C: 2.989 -24.137 -4.273
H: 6.033 -26.387 -1.405
H: 4.706 -27.651 -1.182
H: 5.143 -26.612 0.107
H: 2.332 -23.299 -4.488
H: 2.452 -24.867 -4.892
H: 3.905 -23.982 -4.842
C: 3.700 -16.414 -9.029
O: 3.063 -17.659 -8.754
C: 3.517 -18.355 -7.702
O: 4.492 -18.073 -7.056
O: 2.711 -19.384 -7.520
C: 3.011 -20.273 -6.460
H: 3.366 -16.084 -10.004
H: 4.781 -16.496 -8.910
H: 3.419 -15.691 -8.258
H: 2.592 -19.870 -5.535
H: 4.072 -20.488 -6.337
H: 2.562 -21.255 -6.614

Cartesian forces, eV/Å:
2.00 0.22 1.07
-0.01 -1.42 0.92
-0.18 0.30 -0.46
-0.47 0.53 -0.66
-0.04 0.58 -0.51
0.15 0.20 0.24
-0.39 -0.94 -1.06
-0.20 1.07 -0.62
-0.08 -0.72 0.30
-0.48 0.30 -0.30
0.04 -0.66 0.76
0.72 0.63 0.05
-0.11 -0.06 0.71
0.44 0.44 0.02
0.10 -0.17 0.02
0.03 0.03 -0.08
-0.18 -0.20 -0.02
-0.43 0.26 0.09
0.11 -0.93 0.75
0.04 0.93 -0.71
-0.47 0.61 -0.20
0.13 0.18 -0.28
0.05 -0.01 -0.20
0.32 -0.19 -0.09
-0.03 0.01 -0.01
0.29 -0.21 0.10
-0.16 -0.15 -0.04
0.89 -0.73 0.49
0.19 0.84 0.20
-0.73 -0.06 0.37
-0.31 -0.60 -0.02
-0.53 0.18 -0.37
-0.10 -0.19 -0.38
-0.35 0.16 -0.18
-0.05 0.04 0.00
-0.09 0.17 0.00
0.44 0.03 -0.08
0.03 -0.27 -0.07
0.01 1.32 -0.65
-0.06 -0.30 0.17
0.80 -0.63 -0.39
0.01 0.13 0.05
-0.11 0.01 -0.04
-0.01 0.00 0.09
-0.23 -0.06 0.04
-0.07 -0.02 0.23
-0.41 -0.02 0.50
0.03 -0.39 1.43
0.52 -0.28 0.43
-0.50 -0.48 -0.04
0.62 -0.09 -0.35
-0.11 0.38 -0.02
-0.05 0.13 -0.52
-0.20 0.39 -0.87
-0.20 -0.09 0.14
-0.11 -0.01 -0.14
-0.44 -0.02 0.14
-0.82 0.51 -0.01
0.63 -0.16 0.35
-0.72 -0.63 0.23
-0.17 0.27 -0.42
1.76 0.30 -0.25
-1.78 0.76 -0.50
0.07 -0.04 0.02
0.11 -0.22 -0.20
0.30 -0.21 0.11
0.07 0.16 -0.04
0.10 -0.39 0.14
0.37 -0.34 0.59
0.09 -0.40 0.32
-0.40 0.28 0.45
0.31 -0.09 1.17
0.32 -0.48 -0.94
-0.61 1.43 0.03
-0.73 -1.02 -2.63
0.02 -0.50 -0.13
0.38 0.03 -0.53
-0.20 0.58 -0.05
0.25 0.52 1.43
0.25 -0.52 0.29
0.40 0.05 0.62
0.43 0.35 1.09
-0.40 -0.49 -0.06
0.71 1.01 -0.23
-0.22 -0.18 0.05
-0.58 -0.78 -0.50
0.17 -0.61 1.03
0.12 -0.11 -0.08
-0.01 -0.17 -0.52
-0.27 0.03 -0.20
0.27 0.05 0.05
0.10 0.55 -0.08
-0.37 0.32 -0.55



ORCA calculation (ωB97M-V/def2-TZVPD) on a 9-piece molecular cluster, C48H122N8O16 overall at a distorted geometry.

* E: -3543.4107 a.u.
* expectation value of S²: 0.750
* Kohn-Sham gap (alpha / beta): 1.249 / 8.604 eV
* spin multiplicity: 2
* charge: -1
* E_LUMO (alpha / beta): 2.2 / 2.2 eV

Element x y z (Å)
C: -0.953 1.034 -4.893
C: -1.095 2.458 -4.504
O: -1.396 2.494 -3.127
H: -0.171 0.565 -4.295
H: -0.597 0.981 -5.922
H: -1.845 0.408 -4.885
H: -1.826 2.962 -5.137
H: -0.189 3.039 -4.678
H: -2.302 2.246 -2.926
C: -2.132 -1.961 1.415
O: -2.561 -1.435 2.667
C: -1.777 -1.756 3.856
C: -2.839 -1.984 4.945
N: -2.218 -2.592 6.062
C: -3.087 -2.770 7.236
C: -2.337 -3.752 8.167
O: -1.690 -4.884 7.611
C: -2.512 -5.945 7.180
H: -1.099 -1.774 1.122
H: -2.702 -1.548 0.582
H: -2.370 -3.022 1.485
H: -1.181 -0.868 4.068
H: -1.171 -2.644 3.675
H: -3.644 -2.633 4.599
H: -3.385 -1.048 5.068
H: -1.687 -3.432 5.882
H: -4.005 -3.252 6.899
H: -3.357 -1.865 7.782
H: -3.006 -4.002 8.991
H: -1.542 -3.230 8.699
H: -1.918 -6.858 7.133
H: -2.863 -5.746 6.168
H: -3.398 -6.125 7.788
C: -2.388 1.122 -8.607
O: -3.065 1.822 -7.512
C: -4.411 2.252 -7.719
C: -4.879 3.136 -6.564
N: -4.991 2.417 -5.261
C: -5.115 3.403 -4.153
C: -5.182 2.722 -2.736
O: -3.963 1.969 -2.560
C: -3.989 1.147 -1.401
H: -3.071 0.345 -8.953
H: -1.463 0.622 -8.320
H: -2.198 1.760 -9.470
H: -5.102 1.413 -7.799
H: -4.489 2.827 -8.641
H: -5.742 3.729 -6.868
H: -4.061 3.856 -6.537
H: -4.116 1.943 -5.084
H: -6.074 3.897 -4.316
H: -4.292 4.109 -4.263
H: -6.028 2.083 -2.484
H: -5.108 3.510 -1.987
H: -4.937 0.629 -1.251
H: -3.813 1.640 -0.445
H: -3.158 0.442 -1.380
C: -10.291 -0.057 4.031
O: -9.155 0.743 3.790
C: -8.784 1.601 4.894
C: -7.734 2.564 4.415
N: -6.383 2.021 4.453
C: -5.365 2.906 3.970
C: -3.978 2.106 3.812
O: -3.100 2.949 2.996
C: -2.062 2.225 2.371
H: -10.103 -0.744 4.856
H: -10.659 -0.676 3.212
H: -11.105 0.507 4.486
H: -8.260 1.175 5.749
H: -9.604 2.189 5.305
H: -7.831 3.465 5.021
H: -8.045 2.853 3.411
H: -6.362 1.249 3.802
H: -5.229 3.703 4.702
H: -5.577 3.187 2.939
H: -4.125 1.084 3.463
H: -3.544 1.923 4.795
H: -2.519 1.554 1.644
H: -1.500 1.697 3.141
H: -1.438 2.915 1.802
C: 8.444 1.265 1.228
O: 7.247 1.193 2.004
C: 7.379 1.664 3.356
C: 5.997 1.639 4.054
N: 5.571 0.299 4.390
C: 4.267 0.277 5.079
C: 3.214 0.710 4.126
O: 3.235 -0.244 3.108
C: 2.501 -0.005 1.903
H: 9.316 0.846 1.729
H: 8.674 2.259 0.846
H: 8.382 0.618 0.352
H: 7.697 2.707 3.354
H: 8.202 1.113 3.811
H: 5.336 2.032 3.282
H: 6.060 2.378 4.853
H: 5.360 -0.177 3.525
H: 4.234 0.921 5.959
H: 4.038 -0.755 5.345
H: 3.340 1.744 3.805
H: 2.194 0.667 4.509
H: 1.433 0.107 2.086
H: 2.599 -0.724 1.089
H: 2.756 0.946 1.435
C: 1.488 3.940 4.229
O: 0.808 4.211 3.029
C: 0.954 5.540 2.577
C: 0.327 5.656 1.206
N: 0.824 4.761 0.196
C: 2.046 5.386 -0.329
C: 2.988 4.345 -1.010
O: 3.375 3.253 -0.244
C: 4.218 3.567 0.875
H: 1.135 4.601 5.021
H: 2.569 4.008 4.108
H: 1.304 2.910 4.535
H: 1.983 5.895 2.536
H: 0.306 6.121 3.234
H: 0.393 6.673 0.820
H: -0.720 5.402 1.374
H: 1.044 3.847 0.565
H: 2.564 5.942 0.453
H: 1.626 6.109 -1.029
H: 3.881 4.793 -1.446
H: 2.401 3.813 -1.760
H: 3.722 4.016 1.735
H: 5.093 4.126 0.544
H: 4.561 2.601 1.245
C: -0.635 -5.937 -3.216
O: -0.118 -5.204 -4.296
C: -1.013 -5.055 -5.389
C: -0.311 -4.175 -6.430
N: -0.442 -2.790 -6.147
C: 0.477 -1.929 -6.906
C: 1.969 -2.014 -6.336
O: 1.958 -1.734 -4.931
C: 3.200 -1.775 -4.246
H: -1.261 -5.282 -2.611
H: 0.113 -6.379 -2.557
H: -1.282 -6.754 -3.536
H: -1.965 -4.616 -5.092
H: -1.277 -6.042 -5.769
H: -0.860 -4.359 -7.354
H: 0.701 -4.561 -6.555
H: -0.322 -2.591 -5.165
H: 0.132 -0.896 -6.882
H: 0.376 -2.226 -7.950
H: 2.656 -1.420 -6.937
H: 2.410 -3.009 -6.397
H: 3.850 -0.911 -4.391
H: 3.694 -2.745 -4.301
H: 2.974 -1.666 -3.186
C: 3.351 -5.632 1.178
O: 3.637 -4.664 0.197
C: 4.992 -4.754 -0.196
C: 5.253 -3.441 -1.002
N: 6.647 -3.305 -1.375
C: 6.924 -1.986 -2.097
C: 6.428 -0.711 -1.398
O: 5.014 -0.630 -1.567
C: 4.419 0.459 -0.908
H: 2.299 -5.534 1.443
H: 3.941 -5.343 2.048
H: 3.599 -6.640 0.845
H: 5.150 -5.640 -0.811
H: 5.693 -4.824 0.636
H: 4.939 -2.607 -0.375
H: 4.599 -3.432 -1.873
H: 7.279 -3.360 -0.589
H: 6.491 -1.957 -3.096
H: 8.008 -1.870 -2.094
H: 6.866 0.166 -1.875
H: 6.700 -0.675 -0.343
H: 3.347 0.346 -1.069
H: 4.691 1.409 -1.367
H: 4.661 0.502 0.154
C: 1.151 -2.947 -0.893
C: -0.027 -2.338 -1.613
C: -0.025 -0.764 -1.653
O: 0.114 -0.194 -0.353
C: 0.285 1.245 -0.428
N: -0.012 -2.660 -3.013
H: 0.980 -2.825 0.176
H: 2.064 -2.375 -1.058
H: 1.379 -3.990 -1.114
H: -0.942 -2.685 -1.134
H: -0.937 -0.380 -2.109
H: 0.829 -0.441 -2.248
H: -0.559 1.825 -0.800
H: 1.228 1.343 -0.967
H: 0.506 1.530 0.600
H: -0.024 -3.668 -3.070
H: 0.916 -2.471 -3.366

Cartesian forces, eV/Å:
1.05 -0.85 -1.25
-0.69 0.01 0.43
0.90 1.00 0.49
-0.14 -0.13 0.13
0.07 -0.02 -0.28
-0.23 0.29 0.38
-0.54 0.09 0.05
0.30 -0.23 0.27
-0.46 0.03 -0.41
-0.23 -0.59 0.58
0.43 0.69 -0.03
-1.89 0.34 -1.37
0.34 -0.63 -1.43
-0.05 1.50 2.40
1.46 -1.96 -1.12
-0.03 0.79 1.02
-0.34 0.25 0.24
-0.15 0.09 -0.69
0.25 -0.02 0.55
-0.45 0.28 0.33
0.42 -0.35 -0.55
0.37 -0.26 0.26
0.16 -0.01 0.11
-0.13 -0.33 -0.79
0.45 0.32 0.90
-0.19 0.04 -0.26
-0.59 -0.05 0.08
0.31 0.17 -0.13
-0.39 -0.62 -0.02
0.24 0.23 -0.39
0.12 0.11 0.17
-0.17 -0.03 -0.23
0.03 0.15 0.41
-1.87 0.21 0.35
0.97 -0.24 -0.25
-0.23 -0.49 -0.08
1.75 -0.50 0.28
-0.56 0.89 -0.28
-0.86 -1.71 0.00
1.89 0.87 -0.57
-0.70 -0.70 0.28
0.28 -0.23 0.77
-0.01 -0.25 -0.11
-0.15 0.43 0.64
0.05 0.41 0.12
0.09 -0.46 -0.13
0.05 0.17 -0.20
-0.45 -0.49 0.33
0.22 0.59 0.44
0.22 -0.33 -0.31
0.05 0.37 0.16
0.05 0.32 0.66
-0.22 0.02 -0.64
-0.48 0.31 0.08
-0.08 -0.22 -0.47
-0.17 1.02 -0.06
-0.09 -0.22 -0.80
-0.07 -0.28 1.82
0.00 0.31 0.53
0.55 0.12 -0.30
-0.18 0.53 -0.68
-0.58 -0.75 0.31
2.07 -1.28 -0.45
-0.48 1.76 0.34
-1.34 -0.60 0.91
-0.54 0.03 -0.08
0.45 -0.51 0.05
0.49 0.59 -0.43
-0.37 0.58 -0.56
-0.47 -1.27 0.07
-0.58 -0.23 -0.34
0.42 0.06 0.21
0.13 0.28 -0.44
-0.25 -0.52 0.11
0.03 0.39 -0.51
-0.06 0.96 0.00
-0.14 0.07 -0.95
0.29 0.39 0.25
0.25 -0.55 0.04
0.36 -0.26 -0.28
0.09 0.12 0.34
-0.16 -0.51 0.05
0.34 0.03 -0.24
-0.19 0.19 -0.56
1.32 -0.31 -1.62
-0.11 0.07 1.40
0.39 -0.04 -0.06
-1.90 0.07 -0.44
0.49 -0.97 -2.20
-0.59 1.23 0.39
0.09 0.25 0.60
-0.09 0.31 0.31
-0.65 0.02 -0.03
0.08 0.35 -0.21
-0.29 -0.33 0.53
-0.13 0.62 -0.04
-0.31 -0.48 0.49
0.38 -0.21 -0.29
0.33 -0.09 0.14
0.14 0.03 0.29
0.27 0.10 -0.48
-0.17 0.18 0.78
-0.25 -0.34 0.37
0.48 -0.61 0.73
0.45 0.36 0.14
-0.10 -0.19 0.04
0.45 -0.59 -0.54
-0.65 0.06 0.02
-1.33 -0.93 0.38
1.14 0.18 -0.36
0.07 -1.15 -0.46
-1.31 0.39 -0.47
0.42 -0.06 2.08
-0.05 -1.13 -0.46
0.14 0.16 0.19
0.25 0.37 0.01
-0.34 0.03 -0.17
0.29 -0.12 0.51
0.47 0.75 0.28
-0.11 0.10 0.18
-0.31 0.25 -0.14
-0.06 -0.14 0.35
0.39 0.07 0.09
0.76 0.17 -0.48
-0.02 0.42 -0.18
-0.05 0.59 -0.59
-0.32 0.50 -0.24
0.01 0.30 0.09
0.19 -0.04 -0.10
-0.90 -0.05 0.27
0.48 -0.54 -0.14
0.51 0.28 0.12
-1.14 -1.33 -0.10
0.37 1.58 0.01
0.75 -0.76 1.19
-0.62 -0.62 -0.13
0.09 0.81 -0.72
-0.56 0.14 0.86
-0.19 0.08 0.28
0.45 0.31 -0.36
-0.04 -0.19 -0.27
-0.05 0.40 0.27
0.25 -0.23 -0.33
0.14 -0.16 -0.44
0.34 0.01 0.03
-0.13 0.01 0.39
0.08 0.03 0.37
0.62 -0.12 -0.16
0.00 0.76 0.24
-0.36 -0.51 -0.42
0.20 -0.12 -0.81
0.26 -0.01 -0.57
-0.33 -0.09 0.14
-0.14 0.80 0.30
0.40 -0.34 -0.15
-0.22 1.43 -1.28
0.00 -0.90 1.23
0.29 1.49 -1.87
-0.12 -0.49 1.82
-0.92 -0.36 -0.44
0.50 -0.24 0.07
-0.25 0.16 -0.54
0.00 -0.20 -0.11
0.06 -0.50 0.43
-0.04 -0.18 0.01
0.04 -0.16 -0.21
-0.07 0.11 0.46
-0.28 -0.11 0.17
0.17 -0.03 -0.18
-0.21 0.05 0.26
0.19 -0.44 -0.08
0.10 -0.24 -0.55
0.33 0.21 -0.15
-0.05 -0.17 0.29
-0.06 0.01 0.30
0.26 0.15 -0.04
0.02 -0.15 0.13
0.28 0.86 1.12
0.23 1.72 -0.04
0.08 -0.76 1.37
-0.59 0.53 -0.18
0.87 -1.55 0.92
-0.41 -0.94 -0.44
0.11 -0.34 0.26
0.20 0.06 -0.34
-0.35 0.00 -0.10
-0.25 0.00 -0.20
-0.10 -0.18 -0.27
0.22 0.00 -0.38
0.08 -0.27 -0.41
-0.17 0.86 -0.50
-0.18 0.22 0.07
-0.28 -0.09 -0.33
0.12 0.41 -0.21



ORCA calculation (ωB97M-V/def2-TZVPD) on an isolated ion of composition C4H8NO2 and charge -2 at a distorted geometry.

* E: -362.2951 a.u.
* expectation value of S²: 0.751
* Kohn-Sham gap (alpha / beta): 2.747 / 7.990 eV
* spin multiplicity: 2
* charge: -2
* E_LUMO (alpha / beta): 6.9 / 6.8 eV

Element x y z (Å)
C: 2.302 0.371 -1.018
N: 1.149 -0.384 -0.828
C: 0.624 0.622 1.264
C: 0.060 0.402 -0.094
C: -1.314 -0.273 0.204
O: -2.076 -0.495 -0.869
O: -1.566 -0.589 1.426
H: 2.025 1.076 -1.839
H: 2.691 0.938 -0.121
H: 3.214 -0.129 -1.403
H: 0.741 -0.590 -1.724
H: 1.141 1.593 1.414
H: 1.312 -0.196 1.379
H: -0.103 0.536 2.164
H: 0.049 1.404 -0.669

Cartesian forces, eV/Å:
1.74 2.50 -1.02
-3.34 -1.90 1.49
0.27 1.49 3.19
1.24 1.13 -0.25
-2.44 -1.84 -2.10
2.08 0.67 3.23
-0.35 0.36 -2.91
0.89 0.60 0.43
-0.60 -0.64 -0.84
-0.41 -0.37 0.16
0.00 -0.33 -0.31
0.14 -0.54 -0.37
0.68 -0.14 0.54
1.00 0.22 -1.98
-0.90 -1.22 0.74



ORCA calculation (ωB97M-V/def2-TZVPD) on an isolated ion of composition C10H12BN2O2 and charge +1 at a distorted geometry.

* E: -672.8896 a.u.
* Kohn-Sham gap: 8.285 eV
* charge: +1
* E_LUMO: -4.1 eV

Element x y z (Å)
O: 2.823 0.989 1.708
B: 2.154 1.207 0.561
O: 1.382 2.309 0.297
C: 2.241 0.123 -0.676
C: 2.802 -1.298 -0.468
C: 1.987 -2.226 0.003
N: 0.686 -1.881 0.190
C: 0.150 -0.856 -0.294
C: -1.197 -0.376 -0.087
C: -1.832 0.576 -0.892
C: -3.028 1.124 -0.524
C: -3.731 0.590 0.518
C: -3.203 -0.469 1.271
C: -1.939 -0.904 1.020
N: 0.879 0.009 -1.352
H: 2.509 1.032 2.593
H: 1.597 3.094 0.780
H: 2.895 0.444 -1.370
H: 3.955 -1.406 -0.585
H: 2.252 -3.328 0.080
H: -1.474 0.955 -1.727
H: -3.437 1.821 -1.303
H: -4.732 0.892 0.628
H: -3.784 -1.184 1.899
H: -1.410 -1.806 1.454
H: 0.451 0.920 -1.387
H: 1.003 -0.351 -2.336

Cartesian forces, eV/Å:
0.71 -0.77 -1.31
-0.38 0.00 0.34
0.11 -1.28 -1.05
-1.07 -1.76 1.76
2.41 1.39 0.60
1.19 -2.31 -1.38
-1.57 0.68 0.77
-0.82 -0.46 -1.54
-1.46 0.26 1.20
-0.17 -1.54 3.99
-0.71 0.45 -1.77
0.02 -0.76 0.44
-0.85 -1.17 0.28
2.64 -1.16 -1.38
1.85 -1.00 0.31
-0.43 0.51 0.85
-0.01 0.71 0.73
2.05 2.00 -2.56
-2.40 0.04 0.20
-0.36 1.70 0.28
2.17 1.48 -3.94
-0.02 -0.48 1.42
-1.10 0.35 0.52
0.06 1.43 -0.15
-1.15 1.24 0.08
-0.24 0.51 0.00
-0.50 -0.06 1.31



In g mol⁻¹, the M values for the records above are, in order, 791.83, 1067.54, 102.11, 203.03.